{"formula": "C11H16F5N3PdSe", "method": "ωB97M-V/def2-TZVPD", "symbols": ["Pd", "N", "C", "C", "C", "C", "N", "H", "H", "H", "H", "H", "H", "H", "H", "H", "H", "H", "H", "Se", "C", "C", "C", "N", "C", "C", "H", "H", "H", "H", "F", "C", "F", "C", "F", "F", "F"], "positions_angstrom": [[0.278, -0.112, 0.242], [-0.245, 1.466, 2.133], [-1.713, 1.465, 2.158], [-2.272, 2.064, 0.859], [-3.491, 1.315, 0.306], [-3.098, 0.408, -0.862], [-2.129, -0.604, -0.452], [0.121, 1.068, 2.995], [0.108, 2.418, 2.051], [-2.101, 2.021, 3.023], [-2.032, 0.426, 2.255], [-1.478, 2.025, 0.102], [-2.519, 3.110, 1.024], [-4.241, 2.022, -0.055], [-3.954, 0.720, 1.098], [-2.639, 1.018, -1.648], [-4.004, -0.059, -1.283], [-1.911, -1.222, -1.234], [-2.522, -1.169, 0.299], [0.741, 1.307, -1.588], [2.266, 0.288, -2.084], [2.711, 0.227, -3.401], [3.777, -0.611, -3.687], [4.410, -1.327, -2.773], [4.004, -1.245, -1.516], [2.945, -0.449, -1.113], [2.224, 0.810, -4.168], [4.143, -0.714, -4.701], [4.558, -1.834, -0.798], [2.668, -0.361, -0.053], [-0.452, -2.844, 0.675], [-0.037, -1.745, 1.406], [-0.941, -1.650, 2.445], [1.337, -2.031, 1.969], [2.131, -2.530, 1.008], [1.440, -2.828, 3.038], [1.914, -0.843, 2.330]], "atomic_forces_ev_per_a": [[-1.464, -1.108, 0.689], [0.222, -0.440, -0.228], [-0.198, 0.075, -0.142], [0.045, -0.086, 0.094], [0.292, 0.001, -0.280], [-0.410, 0.306, -0.056], [0.648, -0.313, 0.153], [0.037, 0.110, -0.151], [0.069, -0.257, -0.086], [0.014, -0.130, -0.068], [0.039, 0.113, 0.061], [-0.088, 0.142, 0.128], [0.035, 0.110, -0.038], [-0.012, -0.096, 0.036], [-0.133, -0.010, 0.000], [-0.042, -0.095, 0.062], [0.210, 0.097, 0.044], [-0.073, 0.092, 0.281], [0.172, -0.041, -0.215], [0.081, 1.324, -0.953], [-0.110, 0.093, 0.210], [-0.007, -0.169, 0.210], [-0.234, 0.354, -0.117], [0.502, -0.510, -0.069], [-0.141, 0.124, 0.231], [-0.147, 0.180, -0.010], [-0.026, -0.046, -0.107], [-0.001, 0.062, -0.082], [0.030, -0.069, 0.130], [0.231, -0.074, -0.359], [0.247, 0.530, 0.200], [-0.654, 0.148, 0.126], [0.381, 0.064, -0.204], [1.445, -0.120, 0.495], [-0.272, -0.197, 0.070], [-0.430, 0.040, -0.266], [-0.254, -0.203, 0.210]], "nbo_charge": [0.776, -0.842, -0.224, -0.430, -0.404, -0.218, -0.846, 0.385, 0.382, 0.182, 0.201, 0.220, 0.213, 0.220, 0.196, 0.207, 0.183, 0.394, 0.378, -0.280, -0.144, -0.296, 0.051, -0.440, 0.050, -0.314, 0.224, 0.190, 0.193, 0.203, -0.342, 0.344, -0.351, 0.888, -0.310, -0.303, -0.338], "lumo_ev": -1.34, "multiplicity": 1, "homo_lumo_gap_ha": 0.2288}



{"formula": "C11H16FN4O", "method": "ωB97M-V/def2-TZVPD", "symbols": ["N", "C", "N", "C", "C", "C", "C", "O", "N", "N", "H", "H", "H", "H", "H", "H", "H", "H", "H", "H", "H", "F", "C", "C", "C", "C", "C", "C", "H", "H", "H", "H", "H"], "positions_angstrom": [[-3.660, 3.201, 3.182], [-3.019, 2.193, 2.600], [-2.106, 2.318, 1.625], [-1.725, 1.087, 1.319], [-0.733, 0.678, 0.287], [-0.005, 1.848, -0.396], [1.532, 1.787, -0.305], [2.086, 2.964, 0.263], [-2.366, 0.189, 2.083], [-3.211, 0.894, 2.899], [-4.137, 3.120, 4.063], [-3.513, 4.120, 2.796], [-0.020, -0.003, 0.763], [-1.269, 0.067, -0.443], [-0.318, 2.796, 0.042], [-0.307, 1.877, -1.442], [1.962, 1.705, -1.298], [1.845, 0.906, 0.266], [2.194, 2.853, 1.210], [-2.306, -0.817, 2.103], [-3.825, 0.452, 3.564], [2.419, -0.265, -2.607], [2.166, -1.568, -2.351], [3.215, -2.396, -2.011], [2.937, -3.729, -1.742], [1.636, -4.208, -1.817], [0.602, -3.351, -2.167], [0.861, -2.013, -2.437], [4.221, -2.001, -1.966], [3.746, -4.397, -1.477], [1.431, -5.251, -1.616], [-0.409, -3.726, -2.248], [0.079, -1.329, -2.738]], "atomic_forces_ev_per_a": [[0.070, 0.127, -0.151], [0.022, -0.274, 0.052], [-0.127, -0.024, -0.008], [-0.072, -0.098, 0.083], [0.042, 0.015, -0.023], [0.006, 0.015, -0.043], [0.049, 0.074, 0.089], [-0.037, 0.027, -0.028], [0.049, 0.175, -0.095], [0.039, 0.121, 0.101], [-0.077, -0.066, -0.051], [0.074, 0.033, 0.095], [-0.011, 0.013, 0.019], [-0.011, -0.013, -0.004], [0.000, -0.042, -0.001], [-0.015, 0.036, -0.004], [0.005, -0.049, 0.000], [0.041, -0.027, -0.081], [-0.011, 0.001, 0.056], [-0.020, 0.011, 0.042], [0.019, -0.047, -0.039], [0.004, -0.031, -0.044], [-0.031, 0.043, 0.029], [-0.003, -0.007, 0.023], [0.002, -0.009, 0.005], [0.003, 0.005, 0.002], [-0.003, 0.000, 0.001], [-0.017, -0.021, -0.001], [-0.001, 0.006, -0.004], [0.000, -0.001, -0.004], [0.001, 0.000, -0.001], [0.001, 0.000, -0.001], [0.010, 0.007, -0.015]], "nbo_charge": [-0.759, 0.587, -0.484, 0.490, -0.473, -0.444, -0.062, -0.709, -0.350, -0.371, 0.425, 0.441, 0.246, 0.255, 0.250, 0.228, 0.208, 0.154, 0.467, 0.450, 0.447, -0.332, 0.396, -0.284, -0.179, -0.229, -0.193, -0.305, 0.239, 0.226, 0.224, 0.217, 0.222], "lumo_ev": -3.04, "total_charge": 1, "de_lowest_kj_mol": 0.00, "multiplicity": 1, "homo_lumo_gap_ha": 0.3098}



{"formula": "C11H16IrO5P", "method": "ωB97M-V/def2-TZVPD", "symbols": ["O", "C", "Ir", "C", "O", "C", "O", "C", "O", "C", "O", "H", "C", "C", "P", "C", "C", "C", "C", "H", "H", "H", "H", "H", "H", "H", "H", "H", "H", "H", "H", "H", "H", "H"], "positions_angstrom": [[1.060, 4.865, -1.413], [0.719, 3.767, -1.355], [-0.303, -1.052, -2.229], [-0.604, -2.850, -1.544], [-0.798, -3.943, -1.214], [-0.300, -1.800, -4.086], [-0.308, -2.215, -5.160], [1.291, 0.012, -2.576], [2.238, 0.634, -2.814], [-1.976, -0.115, -2.507], [-2.979, 0.432, -2.700], [0.456, 2.445, -1.552], [0.517, -2.480, 1.698], [-0.606, -1.508, 1.346], [-0.183, -0.274, 0.062], [-1.362, 1.109, 0.316], [-1.449, 1.709, 1.714], [1.475, 0.374, 0.507], [1.742, 0.688, 1.977], [0.716, -3.175, 0.876], [0.208, -3.081, 2.563], [1.454, -1.974, 1.951], [-1.473, -2.065, 0.964], [-0.955, -0.967, 2.239], [-1.100, 1.883, -0.420], [-2.349, 0.726, 0.025], [-0.566, 2.297, 1.979], [-2.312, 2.385, 1.747], [-1.608, 0.952, 2.488], [2.197, -0.380, 0.157], [1.647, 1.269, -0.105], [1.371, -0.083, 2.659], [2.828, 0.766, 2.126], [1.311, 1.649, 2.279]], "atomic_forces_ev_per_a": [[-0.187, -2.917, -1.416], [-0.428, 2.696, 2.700], [-0.517, 0.549, -0.036], [-0.416, -7.213, 2.765], [0.387, 4.055, -1.417], [0.109, -2.980, -6.949], [-0.015, 1.568, 3.627], [5.779, 3.578, -0.800], [-2.957, -2.038, 0.472], [-6.216, 3.823, -1.213], [3.768, -2.233, 0.774], [0.582, 0.197, -1.413], [0.127, -0.278, 0.019], [-0.289, -0.029, -0.005], [0.300, 1.380, 3.152], [-0.145, -0.094, -0.283], [-0.150, 0.267, 0.328], [0.209, -0.208, -0.284], [0.179, 0.288, 0.434], [0.084, 0.062, 0.163], [0.140, 0.124, -0.235], [-0.240, -0.192, -0.039], [0.003, 0.098, 0.206], [0.146, -0.133, -0.312], [-0.111, -0.142, 0.098], [0.066, 0.042, 0.043], [-0.213, -0.143, -0.111], [0.186, -0.133, 0.015], [0.026, 0.176, -0.138], [-0.095, 0.133, 0.042], [-0.023, -0.166, 0.050], [0.065, 0.225, -0.131], [-0.277, -0.042, -0.014], [0.124, -0.320, -0.093]], "nbo_charge": [-0.341, 0.497, 0.642, 0.490, -0.270, 0.438, -0.286, 0.439, -0.285, 0.495, -0.261, -0.011, -0.618, -0.738, 0.941, -0.723, -0.616, -0.737, -0.619, 0.201, 0.265, 0.226, 0.238, 0.270, 0.231, 0.238, 0.225, 0.256, 0.222, 0.246, 0.240, 0.221, 0.255, 0.229], "lumo_ev": [-8.09, -12.74], "total_charge": 2, "de_lowest_kj_mol": 152.42, "multiplicity": 5, "homo_lumo_gap_ha": [0.1871, 0.1870], "s2": 6.018}



{"formula": "C11H16N2", "method": "ωB97M-V/def2-TZVPD", "symbols": ["C", "C", "C", "C", "C", "N", "C", "C", "N", "C", "C", "C", "C", "H", "H", "H", "H", "H", "H", "H", "H", "H", "H", "H", "H", "H", "H", "H", "H"], "positions_angstrom": [[3.307, 0.358, -0.375], [2.452, 1.375, 0.228], [1.246, 0.935, 0.873], [0.708, -0.425, 0.813], [-0.553, -0.858, 1.703], [-1.544, -0.472, 0.813], [-1.625, -1.329, -0.263], [-1.185, -0.626, -1.597], [-1.104, 0.900, -1.406], [-2.162, 1.331, -0.558], [-2.075, 0.790, 0.771], [1.323, -1.191, -0.046], [2.626, -0.875, -0.670], [4.268, 0.703, -0.763], [2.866, 2.284, 0.260], [0.728, 1.594, 1.605], [-0.784, -0.301, 2.557], [-0.485, -1.985, 2.150], [-2.627, -1.647, -0.547], [-1.171, -2.378, -0.155], [-0.188, -0.743, -1.972], [-1.923, -0.752, -2.375], [-0.259, 1.262, -1.145], [-2.205, 2.377, -0.344], [-3.117, 0.954, -1.096], [-3.231, 0.861, 0.999], [-1.611, 1.675, 1.434], [0.750, -2.026, -0.577], [3.149, -1.780, -1.147]], "atomic_forces_ev_per_a": [[-3.487, -0.316, -0.595], [-1.668, -6.304, 0.419], [0.730, 0.133, 0.903], [0.233, 3.652, 4.503], [2.973, -1.053, -0.561], [-1.238, -2.842, 1.398], [-0.639, -2.025, -4.081], [0.709, 3.118, 0.612], [-2.777, -1.872, -1.654], [-1.367, -0.357, -3.294], [-3.194, 2.819, 3.362], [2.703, -3.253, -5.102], [0.585, -0.167, 1.396], [-0.192, -0.659, 0.075], [0.873, 3.629, 0.579], [0.487, -0.152, -0.882], [0.908, 1.252, 1.655], [-0.414, 2.324, -1.746], [-0.832, 0.216, 0.569], [-0.098, 1.901, 0.393], [0.360, -1.190, -0.263], [-0.129, -0.359, -0.297], [2.760, 0.485, 0.811], [-0.231, 1.043, -1.061], [1.155, 0.902, 0.876], [1.543, -0.416, 0.937], [-0.343, -2.723, -0.871], [1.427, 0.458, 1.526], [-0.840, 1.755, 0.393]], "nbo_charge": [-0.227, -0.206, -0.236, -0.029, -0.186, -0.495, -0.244, -0.248, -0.626, -0.238, -0.199, -0.243, -0.210, 0.221, 0.204, 0.211, 0.211, 0.202, 0.187, 0.222, 0.210, 0.191, 0.361, 0.205, 0.168, 0.156, 0.203, 0.216, 0.221], "lumo_ev": 0.92, "smiles": "c1ccc(CN2CCNCC2)cc1", "de_lowest_kj_mol": 528.51, "multiplicity": 1, "homo_lumo_gap_ha": 0.3061}



{"formula": "C11H16N2O4", "method": "ωB97M-V/def2-TZVPD", "symbols": ["C", "C", "C", "C", "C", "C", "C", "N", "C", "C", "N", "O", "C", "O", "C", "O", "O", "H", "H", "H", "H", "H", "H", "H", "H", "H", "H", "H", "H", "H", "H", "H", "H"], "positions_angstrom": [[-4.283, 1.084, 0.662], [-3.995, 0.446, -0.712], [-3.444, -0.966, -0.542], [-2.069, -1.098, 0.084], [-0.964, -0.292, -0.624], [0.436, -0.697, -0.107], [1.550, 0.112, -0.594], [2.369, -0.369, -1.504], [3.303, 0.664, -1.624], [3.068, 1.719, -0.820], [1.911, 1.377, -0.142], [1.185, 2.196, 0.775], [1.586, 2.036, 2.114], [2.499, 1.285, 2.516], [0.787, 2.720, 3.175], [-0.112, 3.503, 2.812], [1.051, 2.463, 4.461], [-4.863, 0.393, 1.319], [-3.321, 1.333, 1.120], [-4.794, 2.000, 0.501], [-3.326, 1.088, -1.296], [-4.887, 0.313, -1.293], [-3.437, -1.475, -1.523], [-4.123, -1.580, 0.072], [-1.818, -2.163, 0.015], [-2.085, -0.833, 1.140], [-1.124, 0.742, -0.371], [-0.972, -0.474, -1.713], [0.414, -0.650, 0.983], [0.581, -1.728, -0.294], [4.141, 0.568, -2.290], [3.631, 2.631, -0.708], [0.435, 3.039, 4.974]], "atomic_forces_ev_per_a": [[0.539, -1.029, -0.449], [0.216, -0.499, 0.887], [-0.001, -0.458, -0.422], [0.606, -0.291, -0.639], [0.233, -0.844, 0.297], [-1.720, 0.919, 1.351], [-0.142, -0.665, -0.101], [0.422, 2.341, 0.959], [0.493, -0.737, -0.695], [-0.014, 0.424, 0.156], [-0.285, -0.492, 0.300], [0.778, -0.679, 0.780], [4.007, -4.189, 0.933], [-2.847, 2.500, -2.161], [-3.773, 3.304, -1.044], [2.147, -1.840, 1.105], [-0.031, 0.182, -0.776], [0.407, 0.625, -0.454], [-0.163, -0.104, 0.287], [-0.692, 0.851, 0.188], [0.000, -0.155, 0.090], [-0.723, 0.316, -0.261], [0.134, 0.224, 0.213], [-0.097, 0.351, -0.140], [0.131, 0.061, 0.238], [-0.009, 0.047, 0.143], [-0.049, 0.693, -0.398], [-0.233, 0.360, 0.333], [-0.061, 0.188, 0.277], [0.543, -0.938, -0.616], [0.062, 0.008, -0.114], [-0.307, -0.018, 0.199], [0.427, -0.454, -0.464]], "nbo_charge": [-0.609, -0.399, -0.386, -0.396, -0.386, -0.442, 0.349, -0.429, -0.089, -0.127, -0.075, -0.303, 0.660, -0.486, 0.669, -0.540, -0.624, 0.202, 0.200, 0.210, 0.199, 0.201, 0.198, 0.199, 0.200, 0.195, 0.199, 0.208, 0.206, 0.239, 0.209, 0.235, 0.513], "lumo_ev": -0.91, "smiles": "CCCCCCc1nccn1OC(=O)C(=O)O", "de_lowest_kj_mol": 81.28, "multiplicity": 1, "homo_lumo_gap_ha": 0.2961}



{"formula": "C11H16N2OS", "method": "ωB97M-V/def2-TZVPD", "symbols": ["C", "C", "C", "C", "C", "C", "N", "C", "S", "C", "C", "C", "N", "C", "O", "H", "H", "H", "H", "H", "H", "H", "H", "H", "H", "H", "H", "H", "H", "H", "H"], "positions_angstrom": [[2.518, 3.960, -2.141], [2.504, 2.693, -1.771], [2.454, 2.223, -0.348], [1.273, 1.318, -0.130], [-0.015, 1.769, -0.027], [-0.372, 3.217, -0.093], [-1.069, 0.932, 0.152], [-0.854, -0.339, 0.217], [-2.285, -1.322, 0.421], [-1.663, -3.060, 0.619], [-1.056, -3.254, 1.999], [-2.857, -3.975, 0.396], [0.381, -0.879, 0.120], [1.537, -0.098, -0.059], [2.613, -0.659, -0.129], [2.562, 4.251, -3.177], [2.501, 4.762, -1.421], [2.527, 1.903, -2.510], [2.414, 3.078, 0.329], [3.355, 1.639, -0.138], [-1.449, 3.322, -0.004], [-0.035, 3.644, -1.035], [0.112, 3.762, 0.716], [-0.928, -3.231, -0.172], [-0.241, -2.559, 2.190], [-1.817, -3.100, 2.761], [-0.672, -4.268, 2.094], [-3.283, -3.815, -0.591], [-2.545, -5.014, 0.479], [-3.626, -3.780, 1.139], [0.541, -1.878, 0.159]], "atomic_forces_ev_per_a": [[0.036, 0.129, -0.173], [0.100, -0.076, 0.150], [-0.029, -0.108, -0.028], [-0.032, 0.148, 0.057], [0.526, -0.196, -0.032], [0.021, -0.010, -0.028], [-0.661, -0.227, 0.095], [0.121, -0.036, 0.030], [-0.116, -0.592, -0.036], [0.008, 0.617, 0.035], [0.066, -0.031, -0.126], [0.079, 0.204, -0.162], [0.005, -0.044, -0.026], [-0.316, -0.017, 0.074], [0.322, -0.100, -0.068], [0.000, -0.002, -0.213], [-0.018, 0.121, 0.212], [0.007, -0.058, -0.165], [0.068, 0.013, 0.015], [-0.046, 0.110, 0.084], [-0.019, 0.034, 0.014], [0.028, 0.095, -0.026], [0.049, 0.111, 0.039], [-0.047, -0.055, 0.021], [0.051, 0.021, 0.064], [-0.048, 0.022, 0.076], [0.057, -0.112, 0.046], [-0.074, -0.055, -0.078], [0.014, -0.073, 0.042], [-0.108, -0.030, 0.100], [-0.043, 0.193, 0.008]], "nbo_charge": [-0.413, -0.150, -0.471, -0.201, 0.287, -0.665, -0.530, 0.312, 0.289, -0.319, -0.626, -0.617, -0.602, 0.640, -0.629, 0.200, 0.188, 0.200, 0.213, 0.254, 0.238, 0.240, 0.225, 0.204, 0.215, 0.220, 0.215, 0.225, 0.221, 0.215, 0.422], "lumo_ev": 0.66, "smiles": "C=CCc1c(C)nc(SC(C)C)[nH]c1=O", "de_lowest_kj_mol": 67.52, "multiplicity": 1, "homo_lumo_gap_ha": 0.3321}



| no. | E_tot (hartree) |
| --- | --- |
| 1 | -3621.637046 |
| 2 | -822.644906 |
| 3 | -1249.710770 |
| 4 | -538.068055 |
| 5 | -839.153146 |
| 6 | -1011.703359 |